[1]
100
Properties=species:S:1:pos:R:3:mulliken_charge:R:1 method="wB97M-V/def2-TZVPD" lumo_ev=0.2497 smiles="COP(=O)(OC)OC.COP(=O)(OC)OC.COP(=O)(OC)OC.COP(=O)(OC)OC.COP(=O)(OC)OC.ClCCl.ClCCl.ClCCl" orbital_gap_ev=10.60 homo_energy_ev=-10.36
H -5.51 -9.04 -8.33 0.333
C 2.03 -2.08 -8.21 -0.217
O -4.35 -8.55 -6.63 -0.214
C 5.91 3.96 -6.78 -0.678
C -9.34 5.73 1.52 -0.637
P 8.28 1.16 6.78 0.987
H -9.45 5.54 0.46 0.232
O 5.02 3.62 -9.70 -0.256
C 0.52 1.64 -1.29 -0.211
H 8.05 0.05 9.52 0.310
C 10.52 1.87 5.67 -0.749
H 5.68 3.05 -6.23 0.269
H -0.41 -2.00 5.90 0.275
O 4.77 4.69 -7.30 -0.262
H -10.05 5.19 2.15 0.315
H -1.93 -7.51 9.49 0.271
H 1.62 5.22 -7.81 0.250
C -7.31 7.14 5.58 -0.721
H -0.87 -3.19 9.17 0.330
H 11.16 2.67 6.04 0.287
H 9.00 -0.88 4.25 0.254
Cl -3.55 7.98 -3.05 -0.121
C -4.23 -7.10 -3.84 -0.574
H -5.06 -11.91 -4.28 0.234
O -8.02 5.70 2.07 -0.264
O 6.93 1.59 6.90 -0.651
H -7.06 6.29 6.21 0.330
O 2.97 4.84 -9.12 -0.268
C 9.07 0.01 9.13 -0.643
H -0.24 -7.41 8.92 0.341
O 0.58 -4.29 8.17 -0.288
O -6.78 -9.28 -5.95 -0.686
P 4.55 4.93 -8.89 0.979
Cl 1.51 -3.73 -7.88 -0.147
H -4.84 -10.95 -2.77 0.250
P -7.77 5.34 3.63 1.013
H 5.46 2.74 -11.37 0.226
O 9.27 0.97 8.11 -0.269
Cl 0.54 0.09 -1.99 -0.137
H -4.13 -6.02 -3.84 0.263
O 5.22 6.18 -9.38 -0.676
Cl 2.15 2.04 -0.76 -0.146
H -0.82 -6.45 10.22 0.284
H 3.76 3.18 -11.17 0.256
H 0.36 -2.24 8.53 0.268
O 8.48 -0.32 6.07 -0.297
Cl -5.43 7.78 -5.26 -0.165
H 10.69 1.75 4.60 0.323
H 9.73 0.20 9.97 0.245
H 1.91 -1.85 -9.27 0.228
O -5.42 -7.57 -4.46 -0.313
H -5.41 -7.43 -7.86 0.333
H 7.53 -1.62 4.65 0.276
H 1.37 5.93 -9.36 0.250
C 2.11 5.82 -8.57 -0.691
H -9.42 6.80 1.67 0.270
O 9.16 2.11 5.79 -0.320
C 4.79 3.54 -11.07 -0.661
H 6.64 3.61 -7.50 0.298
H -6.37 -10.84 -3.70 0.328
Cl 3.74 -2.02 -7.94 -0.142
O -6.31 4.56 3.62 -0.327
H -5.66 8.93 -3.26 0.235
H -4.83 4.87 4.95 0.269
H 0.21 -3.55 5.12 0.344
H -8.31 7.43 5.89 0.277
H 5.02 4.47 -11.59 0.331
H 10.96 0.92 5.99 0.329
O -4.60 -9.98 -4.63 -0.337
H 0.18 2.27 -2.11 0.225
H -4.20 -7.59 -2.87 0.228
H 1.47 -1.30 -7.70 0.278
O -7.32 6.81 4.23 -0.303
H -4.36 4.82 3.22 0.279
H -5.01 6.27 3.79 0.303
H -4.15 -7.91 -8.71 0.306
P -5.41 -8.85 -5.50 0.978
H 2.60 6.74 -8.25 0.340
O -1.35 -3.87 6.55 -0.348
O -1.56 -5.74 8.43 -0.319
C 0.21 -3.21 9.01 -0.714
H -6.50 7.85 5.75 0.284
H -1.25 -2.84 4.75 0.290
O -8.90 4.69 4.35 -0.679
C -5.29 -10.98 -3.76 -0.630
C -4.79 8.79 -3.90 -0.223
H 0.66 -3.29 10.00 0.297
C -1.11 -6.83 9.24 -0.714
C -4.80 -8.32 -7.94 -0.781
C 8.07 -0.68 4.78 -0.661
H -3.40 -7.46 -4.45 0.283
O 0.15 -6.07 6.35 -0.663
H -0.22 1.74 -0.50 0.268
H 6.43 4.71 -6.19 0.293
H 9.31 -1.00 8.78 0.276
C -0.62 -3.03 5.62 -0.739
C -5.09 5.19 3.95 -0.640
H -4.48 9.78 -4.25 0.275
H 7.47 0.09 4.31 0.302
P -0.53 -5.11 7.30 1.085

---

[2]
82
Properties=species:S:1:pos:R:3:mulliken_charge:R:1 method="wB97M-V/def2-TZVPD" charge=+1 lumo_ev=-5.4553 orbital_gap_ev=4.99 homo_energy_ev=-10.45
H 8.16 -8.45 4.09 0.344
H -5.52 6.79 -5.36 0.324
C -1.45 3.63 2.16 -0.750
H 6.95 -5.45 2.26 0.404
H -1.60 1.44 4.36 0.392
H -0.11 -2.68 0.96 0.271
H -5.84 4.50 -8.46 0.320
H 5.53 -6.22 1.57 0.341
C 0.34 1.96 4.15 0.373
C -4.03 5.28 -6.86 -0.288
H 0.69 3.30 5.81 0.360
C -0.98 -3.29 2.84 0.275
C 7.64 -7.49 4.04 -1.361
H -3.70 4.92 -7.85 0.436
H 0.93 4.05 4.23 0.344
O -1.85 4.63 -4.35 -0.469
H -0.38 -4.41 1.05 0.433
H 0.51 -2.40 3.89 0.300
H -2.27 1.67 -0.58 0.285
H -0.43 -1.34 3.12 0.176
H 6.84 -4.48 4.31 0.316
C 6.59 -7.51 2.93 0.283
O 1.34 -3.68 1.96 -0.386
H -6.90 3.75 -7.24 0.269
H -0.61 0.17 4.41 0.147
N -0.47 -2.19 3.68 -0.590
H -3.08 7.21 -6.92 0.409
C -1.38 1.36 -1.28 -0.290
H -0.60 4.29 1.96 0.366
C -0.05 -3.55 1.63 -0.659
C 6.11 -6.11 2.50 -0.724
C -1.48 0.98 -2.72 -0.544
H -2.22 3.81 1.41 0.232
H -2.09 1.21 -4.70 0.408
H -1.96 -2.98 2.44 0.406
H 2.76 -5.10 2.35 0.071
O -1.08 2.26 2.10 -0.318
N 5.47 -8.36 3.35 -0.711
H 0.47 0.97 2.24 0.297
H 4.83 -8.47 2.57 0.268
O -0.30 2.90 -6.02 -0.472
H -2.62 4.42 -3.71 0.331
C 5.87 -4.91 4.56 -0.750
C 0.31 3.35 4.79 -1.466
H -4.70 8.51 -8.05 0.358
H -6.86 5.50 -7.36 0.221
H -3.26 4.97 -6.14 -0.022
H 4.93 -7.83 4.04 0.322
H 0.97 2.66 2.16 0.465
N -4.65 7.30 -5.53 -0.688
C 1.69 -4.93 2.53 -0.360
H -2.10 -4.36 4.35 0.379
S 0.71 3.36 -3.25 -0.205
H -4.69 6.96 -8.91 0.344
H -2.95 2.17 -3.59 0.435
C -1.22 -4.52 3.71 -1.491
H 7.07 -7.98 2.06 0.387
H -1.89 3.86 3.13 0.244
P -0.88 3.15 -4.36 0.712
H -0.39 -4.73 4.39 0.304
H 0.37 2.14 -5.92 0.395
O -5.22 4.61 -6.46 -0.399
H -0.30 1.40 -0.80 0.316
H -1.12 -0.12 -3.01 0.266
C 0.23 1.98 2.60 -0.696
H 7.21 -7.32 5.03 0.297
N -1.98 1.84 -3.85 -0.213
H -4.03 6.99 -4.78 0.225
O 5.22 -5.47 3.42 -0.245
H -1.40 -5.41 3.10 0.356
H 1.13 -5.76 2.08 0.279
C -6.25 4.60 -7.44 -0.664
C -4.93 7.44 -7.95 -1.425
H 8.39 -6.72 3.86 0.335
H 5.96 -5.67 5.34 0.258
C -4.11 6.83 -6.82 0.324
N -0.71 1.13 4.75 -0.644
H 5.23 -4.12 4.95 0.242
H 1.55 -4.91 3.61 0.165
H -0.70 3.76 4.86 0.316
H 1.31 1.52 4.40 0.415
H -6.00 7.37 -7.79 0.289

---

[3]
100
Properties=species:S:1:pos:R:3:mulliken_charge:R:1 method="wB97M-V/def2-TZVPD" charge=+1 lumo_ev=-3.6014 orbital_gap_ev=8.13 homo_energy_ev=-11.73
H 1.54 0.66 1.34 -0.154
C -0.69 -4.07 1.56 -1.107
H 0.61 2.64 0.35 0.603
F 4.40 -0.66 1.97 -0.411
H -2.41 -2.96 -4.25 0.366
H 0.40 0.51 3.86 -0.373
H 0.29 5.21 -3.93 0.509
H 0.50 3.88 -2.90 -0.354
H 0.05 1.62 -0.98 -0.103
C -2.32 0.13 -3.19 0.197
F -0.94 1.75 2.37 -0.402
H -4.96 -0.25 -2.82 0.347
H -3.09 0.46 7.42 0.381
H -2.04 -5.11 3.60 0.360
C 1.28 -4.88 2.90 -0.756
N -1.03 -5.14 3.71 -0.309
F 1.11 6.37 -1.11 -0.399
F 1.11 4.82 0.61 -0.364
H 3.39 -3.69 3.57 0.400
F 3.23 -3.19 -4.27 -0.377
H -0.26 -6.14 2.03 0.394
N -4.79 0.69 -3.20 -0.176
H 2.75 0.21 -3.26 0.554
H 1.72 -2.65 -0.29 0.294
C -0.16 -5.15 2.47 0.243
H -2.03 -0.21 -2.20 0.283
F 1.18 -2.99 -3.33 -0.323
C 0.23 4.11 -3.93 -0.820
C 1.67 0.17 -3.41 -0.847
C -0.02 0.06 4.75 -0.409
F 3.53 1.22 1.01 -0.250
F 3.04 -2.10 -2.25 -0.317
H -2.13 2.32 -1.78 -0.260
C 0.82 1.74 -0.23 -0.505
H -0.08 0.57 1.37 -0.162
B 1.03 4.99 -0.77 0.445
H 2.63 -2.24 4.25 0.102
O 1.25 1.54 -3.61 0.114
B 2.58 -3.18 -3.03 0.459
H 0.70 -0.65 5.17 0.549
H -0.63 -3.10 2.05 0.189
O -0.22 -0.97 -0.63 -0.254
H 2.21 3.92 -4.70 0.137
H -0.03 -4.01 0.70 0.181
H -5.47 1.39 -2.91 0.351
H 1.21 -0.16 -2.48 -0.307
H 1.63 -5.75 3.47 0.471
H 2.60 -3.72 5.18 0.328
H -2.52 2.13 6.85 0.326
H 1.27 3.48 -7.03 0.335
H -0.92 -0.51 4.53 0.380
H -0.82 3.91 -4.18 0.272
F -0.19 4.44 -1.23 -0.284
H 1.91 -4.82 2.02 0.467
H 2.71 -1.32 0.02 0.485
F -2.03 0.00 1.37 -0.263
H 2.01 1.67 -5.57 0.453
O -2.81 -0.96 -3.94 -0.584
H -1.47 0.60 -3.69 -0.126
H -0.75 -4.35 4.31 0.275
H 1.31 -0.51 -4.18 0.481
N 0.73 0.57 0.72 1.557
O 0.32 2.11 5.93 -0.378
H -1.04 -1.84 -4.53 0.290
C 1.21 2.02 -4.89 -1.010
F 4.96 1.34 2.85 -0.314
H -3.27 1.94 -3.92 0.174
H -0.70 0.96 7.81 0.377
H -0.85 -5.90 4.38 0.393
C 1.22 3.52 -4.91 0.554
H -0.11 4.19 -6.42 0.369
H -3.66 3.10 -1.91 0.396
H 0.35 1.57 -5.45 0.359
F -2.87 0.99 3.31 -0.309
O 1.29 -3.65 3.57 -0.165
F -2.98 2.13 1.37 -0.329
H -1.67 -4.26 1.13 0.427
C 2.55 -3.33 4.16 -0.828
H -1.08 -0.45 6.98 0.386
C -3.38 1.23 -3.10 0.300
B -2.20 1.20 2.07 0.105
H -5.01 0.54 -4.19 0.402
H 1.84 -2.11 1.36 0.031
H -3.51 1.61 -0.99 0.539
C 1.76 -1.76 0.33 -0.911
H -1.49 -2.32 -2.92 0.178
H 1.31 5.03 -6.35 0.393
C -1.90 -2.07 -3.90 -0.636
F 2.66 -4.38 -2.31 -0.380
H 1.82 1.69 -0.62 0.348
C -0.22 1.10 5.80 0.253
N -1.08 0.57 6.95 -0.101
C -3.19 2.12 -1.90 -1.147
B 3.95 0.65 2.24 0.131
H -2.85 0.82 5.72 0.286
N 0.90 4.09 -6.31 -0.216
F 2.76 0.53 3.06 -0.266
C 0.72 -0.75 0.08 0.132
F 2.11 4.35 -1.42 -0.384
C -2.50 1.05 6.72 -0.739

---

[4]
94
Properties=species:S:1:pos:R:3:mulliken_charge:R:1 method="wB97M-V/def2-TZVPD" charge=+1 lumo_ev=-3.9237 orbital_gap_ev=7.51 homo_energy_ev=-11.44
O 3.28 1.93 -1.49 -0.349
O -0.14 -4.94 -0.81 -0.675
O -2.41 -0.75 -1.79 -0.271
H -0.02 1.29 5.84 0.682
H 4.42 0.36 -0.58 0.242
C -5.88 -0.80 -0.83 0.319
C 0.12 1.36 4.76 -1.365
C -2.35 1.15 4.42 -1.690
H 1.39 -2.36 -1.54 0.076
C 2.05 1.80 -4.44 -1.385
Ag -1.23 -2.45 2.81 0.254
C 2.25 2.73 0.72 0.691
N -0.92 -0.86 4.68 -0.729
C -1.51 0.07 -1.05 -0.610
O -0.45 -1.60 0.72 0.204
H 2.37 -2.50 0.34 -0.022
C 4.48 1.38 -0.96 -0.793
C 2.21 1.89 -0.58 -0.259
H 2.02 0.86 -0.25 0.103
N 3.26 -2.23 0.73 -0.192
H -0.39 1.64 -4.46 0.076
O -4.54 3.20 -4.47 -0.668
H 0.10 2.91 1.13 0.293
H 5.26 1.41 -1.72 0.343
C -1.03 -0.35 0.37 0.008
H -5.58 1.24 -3.32 0.191
N -4.59 1.32 -3.21 -0.274
N -0.79 -6.46 0.80 -0.400
H -4.40 -1.23 -2.13 0.013
O -7.08 -0.90 -0.62 -0.656
N 2.09 -0.91 2.18 0.415
C 3.26 -1.45 1.85 0.678
H 1.73 2.67 -5.02 0.444
H 2.10 2.14 -3.41 0.313
C 2.50 1.65 4.92 -0.829
C -1.03 0.51 4.15 2.733
H 0.00 2.40 4.43 0.359
H 2.82 -0.82 -3.94 0.754
Ag -1.58 -1.23 -4.34 0.510
H 2.61 4.66 1.22 0.294
N -2.62 2.44 -3.53 -0.267
H 1.27 0.01 -5.51 0.264
O 0.97 -1.60 -3.42 -0.223
H 1.32 2.17 -1.15 0.070
H -2.12 1.83 -2.92 0.052
H 0.07 -1.10 4.70 0.295
H 1.09 3.39 2.39 0.519
Ag -1.58 -3.01 -1.11 0.437
H -0.57 0.07 -1.63 -0.362
H -2.45 2.18 4.09 0.380
H 4.93 1.93 -0.13 0.320
H 3.12 2.42 1.31 0.320
C -0.28 -5.29 0.37 0.508
N -0.12 0.72 -4.15 -0.378
H -1.77 1.13 -1.16 0.567
H -1.01 -6.65 1.76 0.144
H 0.75 -3.46 -2.77 0.238
N -4.94 -0.30 0.00 -0.199
N -0.11 -4.39 1.38 -0.375
H -3.99 -0.32 -0.35 0.294
H 4.08 -2.78 0.54 0.234
H -0.34 0.44 0.69 -0.058
H 3.07 1.66 -4.81 0.379
H -0.76 0.44 3.10 -1.264
H 2.47 -2.97 -2.78 0.404
N 2.39 4.16 0.36 -0.811
H -1.12 -0.88 5.68 0.299
H 2.26 2.04 5.91 0.396
H 1.31 -1.23 1.62 -0.247
C -3.96 2.38 -3.77 0.375
H 3.25 4.25 -0.18 0.297
H -5.16 0.21 0.84 0.148
C 1.86 -0.49 -3.54 -0.574
H 3.35 0.98 4.87 0.307
C 1.27 0.51 -4.53 0.173
H -4.01 0.68 -2.70 0.306
H 0.15 -3.45 1.11 0.385
H 2.04 -0.36 3.03 -0.028
H -2.56 1.27 5.49 0.421
C 1.03 2.62 1.61 -1.138
H -3.14 0.56 3.93 0.382
H -0.06 -4.70 2.33 0.301
H -0.21 0.58 -3.15 0.340
H 2.60 2.50 4.24 0.213
H 1.96 -0.04 -2.54 -0.077
H -2.05 3.09 -4.04 0.151
O 1.39 0.83 4.46 -0.510
H -1.05 -7.19 0.16 0.260
O 4.32 -1.27 2.47 -0.747
N -5.30 -1.58 -1.83 -0.244
H 0.96 1.68 2.16 -0.187
C 1.45 -2.64 -2.59 -0.634
H -5.95 -1.96 -2.50 0.229
H -1.88 -0.24 1.07 0.089

---

[5]
82
Properties=species:S:1:pos:R:3:mulliken_charge:R:1 method="wB97M-V/def2-TZVPD" lumo_ev=0.4675 orbital_gap_ev=8.72 homo_energy_ev=-8.25
C -20.26 10.11 16.60 -0.290
H -15.45 9.59 13.59 -0.675
H -19.49 15.06 13.77 0.190
H -19.18 11.68 18.65 0.212
H -14.31 13.65 16.56 0.488
H -20.88 9.53 17.30 0.559
N -15.14 11.75 17.17 -0.430
C -12.43 10.59 19.74 -0.725
O -13.62 9.96 19.31 -0.453
H -20.30 10.87 13.93 0.211
C -18.91 10.63 18.52 -0.936
C -13.81 11.10 17.12 -1.351
C -13.01 5.50 17.92 -0.909
H -16.77 10.31 14.60 -0.146
H -11.55 9.97 19.52 0.285
H -14.61 4.88 15.63 0.342
H -15.22 12.11 18.12 0.342
H -13.03 11.75 17.53 0.604
C -20.17 14.73 12.98 -0.634
H -17.59 10.08 16.05 0.107
H -20.23 9.49 15.70 0.034
H -21.94 11.26 15.86 0.493
C -18.51 8.32 12.93 -0.698
H -16.66 6.71 13.54 0.419
H -18.59 14.23 17.76 0.203
O -19.62 13.65 12.25 -0.488
H -13.91 7.82 15.15 0.204
H -18.85 11.78 12.44 0.141
H -18.87 7.46 12.36 0.331
H -19.19 12.14 15.69 -0.203
H -12.94 9.22 17.55 0.292
H -14.72 9.20 17.81 -0.055
C -13.98 5.77 15.76 -0.903
H -15.97 6.79 16.32 0.145
H -17.30 12.94 16.51 -0.564
C -14.53 6.95 14.94 -0.620
H -13.49 10.91 16.09 0.450
O -13.87 6.22 17.08 -0.183
N -15.94 7.19 15.38 -0.321
C -13.80 9.78 17.91 0.191
H -21.03 12.03 17.20 0.310
H -16.47 8.96 15.45 0.293
H -18.95 6.11 14.38 0.445
H -14.97 12.64 15.28 0.447
C -20.95 11.46 16.27 -0.959
H -15.77 9.93 11.75 -0.303
H -15.93 10.57 16.01 0.367
H -17.77 15.11 19.11 0.282
N -20.15 12.31 15.39 -0.070
H -17.48 8.50 12.63 0.118
H -19.12 9.14 12.55 0.145
O -16.46 14.37 17.70 -0.399
C -20.27 11.97 13.97 -0.317
H -14.56 6.76 13.87 0.512
H -19.70 10.09 19.06 0.370
H -16.63 14.33 15.62 0.451
N -16.67 9.98 15.58 1.536
H -14.62 11.05 12.70 -0.310
H -20.19 15.60 12.33 0.278
H -12.01 5.40 17.48 0.374
H -18.64 6.90 15.87 0.321
H -17.94 10.37 18.93 0.279
B -15.60 10.42 12.79 1.276
H -18.32 12.93 13.66 0.325
C -19.19 12.59 13.08 -0.336
C -17.73 14.84 18.06 -0.684
H -13.39 4.49 18.09 0.309
H -21.20 12.31 13.50 0.466
O -18.97 10.29 17.14 -0.459
H -21.16 14.46 13.35 0.274
H -12.88 6.02 18.87 0.230
H -12.99 5.49 15.36 0.516
C -15.12 12.95 16.32 -1.095
C -16.88 6.42 14.56 -0.862
O -18.59 8.21 14.35 -0.112
H -16.45 11.15 13.09 -0.645
C -18.33 6.91 14.82 -0.745
H -16.89 5.34 14.74 0.277
H -12.35 11.60 19.35 0.318
H -17.92 15.79 17.54 0.318
C -16.47 13.65 16.48 0.528
H -12.51 10.60 20.83 0.270